No. 1
Formula: C11H14N2O2
Source: OMol25
Level of theory: ωB97M-V/def2-TZVPD

Geometry as XYZ:
```
29
Properties=species:S:1:pos:R:3:lowdin_charge:R:1
C 0.019 0.571 -3.504 -0.090
C -0.906 1.187 -2.787 -0.047
C 0.886 -0.456 -3.003 -0.083
C -1.063 0.884 -1.348 -0.221
C 0.685 -0.920 -1.746 -0.079
C -0.561 -0.540 -1.081 -0.184
C 0.893 0.818 2.309 -0.198
C -0.972 -1.314 -0.022 0.063
C 0.835 2.125 1.451 -0.033
C 0.151 -1.498 1.145 -0.316
C -0.633 -1.832 2.500 -0.050
N 1.091 -0.393 1.434 -0.052
N -0.253 1.924 0.709 -0.300
O -1.336 1.560 1.186 0.010
O -0.221 1.910 -0.669 0.011
H 0.270 1.082 -4.413 0.103
H -1.582 1.932 -3.141 0.107
H 1.849 -0.811 -3.437 0.117
H -2.166 1.080 -1.123 0.169
H 1.201 -1.921 -1.588 0.139
H 1.896 0.954 2.919 0.125
H 0.035 0.604 3.053 0.120
H -1.943 -1.204 0.429 0.091
H 1.752 2.527 0.869 0.138
H 0.741 -2.326 0.845 0.102
H -1.370 -1.047 2.817 0.091
H 0.091 -2.087 3.273 0.082
H -1.212 -2.630 2.312 0.019
H 1.823 -0.178 0.613 0.166
```

Results
Kohn-Sham gap: 0.281 hartree
SMILES: C[C@H]1/C=C2\C=CC=C[C@@H]2O/[N+]([O-])=C/CN1

=====

No. 2
Formula: C11H14N2O2
Source: OMol25
Level of theory: ωB97M-V/def2-TZVPD

Geometry as XYZ:
```
29
Properties=species:S:1:pos:R:3:lowdin_charge:R:1
O 0.078 -1.377 -4.643 0.101
C -0.562 -0.640 -2.594 0.088
C -1.443 -0.226 -1.859 0.019
N 3.606 -0.081 0.210 0.067
O 1.691 -1.474 -3.016 0.077
C 0.408 -1.184 -3.483 -0.492
C 2.305 -0.113 0.109 -0.179
C 3.788 0.149 1.588 -0.165
C 2.619 0.222 2.248 -0.099
N 1.631 0.028 1.307 -0.084
C -2.651 0.148 -1.137 -0.190
C 0.208 -0.121 1.510 -0.154
C -2.685 -0.158 0.361 -0.212
C -0.516 1.102 0.977 -0.179
C -2.040 0.960 1.163 -0.209
H 2.194 -1.805 -3.773 0.121
H 1.788 -0.274 -0.839 0.106
H 4.752 0.287 2.061 0.091
H 2.512 0.347 3.311 0.111
H -2.772 1.241 -1.243 0.131
H -3.512 -0.336 -1.605 0.124
H -0.127 -1.016 0.971 0.123
H -0.053 -0.271 2.545 0.126
H -3.781 -0.286 0.556 0.125
H -2.267 -1.107 0.630 0.097
H -0.188 1.981 1.564 0.125
H -0.205 1.296 -0.052 0.105
H -2.519 1.891 0.890 0.103
H -2.258 0.816 2.240 0.120
```

Results
Kohn-Sham gap: 0.337 hartree
SMILES: O=C(O)C#CCCCCCn1ccnc1

=====

No. 3
Formula: C11H14N2O2S4Zn
Source: OMol25
Level of theory: ωB97M-V/def2-TZVPD

Geometry as XYZ:
```
34
Properties=species:S:1:pos:R:3:mulliken_spin:R:1
Zn 0.356 0.216 -0.232 0.041
S -2.129 -1.713 3.019 0.001
C -1.121 -1.233 1.766 -0.001
S 0.456 -0.556 2.022 0.006
S -1.591 -1.365 0.090 -0.003
N 0.316 -0.760 -3.257 0.009
C 0.139 0.033 -2.424 0.002
H 0.646 -1.681 -3.478 0.001
O 2.012 1.135 -0.656 -0.010
N 3.269 0.691 -0.377 0.298
C 4.142 0.501 -1.435 0.171
C 5.402 0.033 -1.212 -0.097
C 5.846 -0.285 0.091 0.406
C 4.909 -0.104 1.148 -0.042
C 3.658 0.369 0.910 0.126
H 3.743 0.763 -2.403 0.039
H 6.059 -0.081 -2.066 -0.005
H 6.842 -0.662 0.274 0.042
H 5.173 -0.336 2.172 -0.005
H 2.909 0.522 1.669 0.021
O -0.917 1.871 0.122 0.002
S -2.415 1.783 -0.151 -0.003
C -3.166 1.494 1.472 0.000
C -3.867 2.783 1.902 0.000
C -3.058 3.927 1.296 0.000
C -2.890 3.534 -0.167 0.001
H -2.313 1.233 2.102 0.000
H -3.807 0.617 1.406 0.000
H -3.943 2.846 2.988 0.000
H -4.884 2.806 1.500 0.000
H -2.074 3.979 1.766 0.000
H -3.548 4.895 1.416 0.000
H -2.093 4.049 -0.699 0.000
H -3.826 3.619 -0.725 0.000
```

Results
Net charge: -1
Kohn-Sham gap (alpha / beta): 0.153 / 0.228 hartree
Spin multiplicity: 2

=====

No. 4
Formula: C11H14N2O3S
Source: OMol25
Level of theory: ωB97M-V/def2-TZVPD

Geometry as XYZ:
```
31
Properties=species:S:1:pos:R:3:lowdin_charge:R:1
O -2.811 -1.507 0.181 -0.277
S -1.397 -1.738 0.190 0.678
O -0.905 -3.082 0.104 -0.280
N -0.832 -1.125 1.632 -0.245
C 0.520 -1.433 2.011 -0.175
H 0.704 -2.461 1.700 0.115
C 1.546 -0.473 1.376 -0.097
C 0.901 0.836 1.032 -0.319
N 1.369 1.465 0.039 0.056
O 0.782 2.695 -0.267 -0.054
H 1.274 2.994 -1.044 0.095
C -0.227 1.275 1.916 -0.078
H 0.194 1.484 2.903 0.126
H -0.658 2.197 1.526 0.111
C -1.304 0.175 2.038 -0.173
H -2.170 0.393 1.414 0.106
H -1.649 0.109 3.077 0.127
H 2.358 -0.287 2.085 0.123
H 1.989 -0.892 0.474 0.105
H 0.575 -1.382 3.103 0.131
C -0.673 -0.780 -1.144 -0.271
C -1.280 0.394 -1.543 -0.062
C -0.704 1.140 -2.557 -0.078
C 0.465 0.701 -3.159 -0.081
C 1.053 -0.491 -2.765 -0.064
C 0.478 -1.240 -1.753 -0.075
H 0.893 -2.183 -1.433 0.114
H 1.955 -0.836 -3.247 0.108
H 0.917 1.286 -3.946 0.105
H -1.165 2.063 -2.874 0.110
H -2.197 0.703 -1.068 0.115
```

Results
Kohn-Sham gap: 0.365 hartree
SMILES: O=S(=O)(c1ccccc1)N1CCC(=NO)CC1

=====

No. 5
Formula: C11H14N2OPTi
Source: OMol25
Level of theory: ωB97M-V/def2-TZVPD

Geometry as XYZ:
```
30
Properties=species:S:1:pos:R:3:mulliken_spin:R:1
C -2.542 -0.252 -2.098 -0.046
C -3.264 -1.532 -1.950 0.002
C -3.528 -1.786 -0.580 -0.001
C -3.123 -0.638 0.170 -0.002
C -2.404 0.292 -0.702 -0.004
Ti -0.205 0.242 -1.635 1.221
P -0.223 2.521 -2.339 0.012
H -2.655 0.415 -2.959 0.007
H -3.430 -2.234 -2.765 -0.002
H -3.862 -2.738 -0.167 0.000
H -2.307 1.367 -0.498 0.013
H -3.208 -0.499 1.244 -0.001
H -1.067 3.592 -1.864 0.024
H -0.631 2.605 -3.726 -0.005
H 1.012 3.277 -2.517 0.009
N 4.630 0.281 1.993 0.000
C 3.642 0.636 1.104 0.007
O 3.847 1.460 0.218 -0.007
C 2.288 0.000 1.289 -0.004
C 1.915 -0.878 2.317 -0.081
C 0.621 -1.405 2.330 0.022
C -0.261 -1.103 1.301 -0.058
N 0.131 -0.272 0.302 0.035
C 1.370 0.296 0.295 -0.065
H 5.560 0.602 1.763 0.000
H 4.552 -0.532 2.584 0.000
H 2.617 -1.149 3.104 -0.015
H 0.256 -2.065 3.105 0.002
H -1.270 -1.517 1.217 -0.022
H 1.540 1.013 -0.537 -0.042
```

Results
Kohn-Sham gap (alpha / beta): 0.211 / 0.160 hartree
Spin multiplicity: 2

=====

No. 6
Formula: C11H14NO6
Source: OMol25
Level of theory: ωB97M-V/def2-TZVPD

Geometry as XYZ:
```
32
Properties=species:S:1:pos:R:3:lowdin_charge:R:1
O 2.720 0.008 -0.685 0.134
C 2.933 0.122 -1.868 -0.482
O 4.194 -0.071 -2.335 0.129
C 1.826 0.557 -2.835 -0.007
C 0.443 0.163 -2.389 -0.082
C -0.591 1.055 -2.659 0.039
C -1.851 0.756 -2.257 -0.023
N -2.132 -0.370 -1.614 0.135
C -1.178 -1.268 -1.372 0.054
C 0.109 -1.026 -1.744 -0.242
O 1.048 -1.967 -1.461 0.088
H 4.198 -0.567 -3.164 0.124
H 1.865 1.653 -2.828 0.147
H 2.020 0.275 -3.877 0.148
H -0.437 1.990 -3.181 0.144
H -2.655 1.452 -2.460 0.155
H -3.068 -0.583 -1.289 0.197
H -1.447 -2.189 -0.869 0.172
H 1.164 -2.574 -2.204 0.147
C 0.234 0.258 1.764 -0.023
C -0.667 0.645 2.907 -0.337
C -0.268 0.082 4.248 -0.089
O -1.527 0.023 4.930 0.074
C -2.493 -0.117 3.988 -0.555
O -3.626 -0.375 4.209 0.180
O -1.977 0.082 2.738 0.063
H -0.199 0.595 0.819 0.068
H 1.225 0.697 1.871 0.097
H 0.338 -0.827 1.698 0.095
H -0.773 1.733 2.952 0.162
H 0.434 0.716 4.784 0.144
H 0.138 -0.931 4.185 0.143
```

Results
Net charge: +1
Kohn-Sham gap: 0.307 hartree

=====

No. 7
Formula: C11H14O
Source: OMol25
Level of theory: ωB97M-V/def2-TZVPD

Geometry as XYZ:
```
26
Properties=species:S:1:pos:R:3:lowdin_charge:R:1
O 2.144 -1.664 1.410 -0.104
C -0.216 -1.847 1.964 0.076
C 0.915 -1.110 1.646 -0.374
C 0.766 1.380 -1.943 -0.086
C -0.585 1.595 -2.157 -0.054
C 1.208 1.005 -0.692 -0.055
C -1.057 1.029 0.131 0.003
C -1.507 1.443 -1.113 -0.286
C 0.321 0.844 0.374 -0.205
C 2.125 -2.781 0.520 -0.090
C -2.958 1.654 -1.357 -0.060
C 0.840 0.372 1.701 -0.108
H -1.138 -1.329 2.146 0.047
H -0.222 -2.941 2.006 0.061
H 1.501 1.460 -2.773 0.116
H -0.950 1.895 -3.112 0.099
H 2.286 0.863 -0.560 0.119
H -1.804 0.843 0.899 0.117
H 2.095 -3.722 1.073 0.080
H 1.206 -2.784 -0.147 0.109
H 3.032 -2.716 -0.136 0.098
H -3.513 1.852 -0.450 0.071
H -3.124 2.486 -2.058 0.085
H -3.364 0.740 -1.808 0.089
H 1.834 0.756 1.917 0.125
H 0.164 0.678 2.515 0.128
```

Results
Kohn-Sham gap: 0.342 hartree
SMILES: C=C(Cc1cccc(C)c1)OC

=====

No. 8
Formula: C11H14P2
Source: OMol25
Level of theory: ωB97M-V/def2-TZVPD

Geometry as XYZ:
```
27
Properties=species:S:1:pos:R:3:lowdin_charge:R:1
C 2.690 0.004 3.364 -0.067
C 1.711 0.858 2.655 -0.094
C 2.301 -1.261 3.174 -0.119
C -1.176 0.324 -1.138 -0.417
C 0.657 0.026 2.283 -0.429
C -0.842 1.643 -1.092 -0.611
C -1.010 -0.387 0.010 -0.466
C 0.975 -1.422 2.546 -0.202
C -1.586 -0.374 -2.375 -0.043
C -1.026 2.585 -2.163 -0.176
C -1.242 -1.867 0.123 -0.107
P -0.902 0.637 1.477 0.773
P -0.433 2.385 0.465 0.735
H 3.536 0.387 3.817 0.077
H 1.654 1.920 2.727 0.070
H 2.785 -2.145 3.475 0.083
H 0.904 -1.861 1.530 0.112
H 0.134 -1.945 3.094 0.145
H -0.828 -0.997 -2.883 0.100
H -2.237 0.299 -2.953 0.090
H -2.163 -1.249 -2.004 0.067
H -2.001 3.027 -2.062 0.075
H -1.008 2.161 -3.195 0.090
H -0.434 3.521 -2.025 0.076
H -1.143 -2.159 1.157 0.044
H -0.558 -2.336 -0.674 0.123
H -2.266 -2.054 -0.135 0.069
```

Results
Kohn-Sham gap (alpha / beta): 0.277 / 0.277 hartree
SMILES: CC1=P#P(C2=CC=CC2)C(C)=C1C